No. 1
Density functional theory data (the ωB97M-V functional and the def2-TZVPD basis) for 2 unconnected molecules or ions with the total composition C11H15N.

Structure (XYZ):
```
27
Properties=species:S:1:pos:R:3:nbo_charge:R:1
N -0.839 0.974 3.106 -0.530
C -2.276 -2.248 1.980 -0.640
C 2.196 0.788 -3.233 -0.614
C -0.943 -0.285 -0.208 -0.183
C -1.412 -0.249 3.329 -0.012
C -1.075 -0.091 1.167 -0.087
C 0.245 1.959 0.979 -0.237
C 0.400 1.700 -0.376 -0.215
C -0.570 1.082 1.740 0.134
C 2.232 -0.746 -3.032 -0.616
C -1.657 -0.945 2.162 -0.110
C -0.198 0.595 -0.943 -0.247
H -0.527 1.596 3.834 0.413
H 1.118 2.295 -0.932 0.213
H 1.576 -1.080 -2.217 0.212
H -3.048 -2.535 2.716 0.221
H 1.261 1.126 -3.637 0.204
H 2.404 1.169 -2.229 0.205
H -2.878 -2.299 1.069 0.219
H 3.166 -1.062 -2.565 0.201
H 2.164 -1.299 -3.967 0.202
H -1.387 -1.147 -0.688 0.210
H 3.069 1.052 -3.806 0.207
H -1.855 -0.530 4.277 0.206
H -1.678 -3.165 2.022 0.222
H 0.584 2.864 1.461 0.210
H -0.069 0.480 -2.007 0.213
```

LUMO level, eV: 0.95
Structure (SMILES): Cc1c[nH]c2ccccc12.CC
Kohn-Sham gap, eV: 8.71



No. 2
Density functional theory data (the ωB97M-V functional and the def2-TZVPD basis) for 2 unconnected molecules or ions with the total composition C4H9NO2.

Structure (XYZ):
```
16
Properties=species:S:1:pos:R:3:nbo_charge:R:1
O -1.042 0.012 -2.753 -0.890
O 1.908 -0.265 1.890 -0.475
N -1.920 -0.010 -0.435 -0.382
C -0.344 0.469 1.342 -0.320
C 1.157 -0.950 -0.308 -0.687
C 1.368 0.099 0.812 0.251
C -1.202 0.816 0.210 0.054
H -1.150 1.899 0.104 0.213
H 1.717 1.040 0.323 0.158
H -0.083 1.203 2.077 0.240
H 2.163 -1.202 -0.627 0.240
H -1.630 -0.027 -1.532 0.410
H 0.558 -0.612 -1.167 0.258
H 0.689 -1.836 0.148 0.218
H -1.485 -0.582 -3.371 0.458
H -0.414 -0.568 1.783 0.254
```

LUMO level, eV: -4.11
Kohn-Sham gap, eV: 5.13



No. 3
Density functional theory data (the ωB97M-V functional and the def2-TZVPD basis) for a molecular structure, C5H13ClI2MoN2OPS.

Structure (XYZ):
```
27
Properties=species:S:1:pos:R:3:mulliken_spin:R:1
I 6.151 -1.577 -1.491 0.501
I 6.151 1.106 -1.469 0.493
Mo 0.000 0.000 0.361 0.763
Cl -2.285 -0.023 1.046 0.182
S 0.000 0.000 2.361 -0.091
P -0.805 0.025 -1.812 -0.007
O 2.865 0.027 -0.498 0.175
N 0.000 1.228 4.688 -0.003
N 0.000 -1.228 4.688 -0.003
C 1.744 0.017 -0.162 0.003
C -1.870 -1.408 -2.221 -0.001
C -1.879 1.463 -2.182 -0.001
C 0.420 0.048 -3.175 0.000
C 0.000 0.000 3.981 -0.003
H 0.000 -1.236 5.718 0.000
H -1.278 -2.325 -2.163 -0.001
H -2.680 1.486 -1.438 -0.003
H 0.000 -2.126 4.182 0.000
H -2.668 -1.459 -1.475 -0.003
H -1.293 2.382 -2.093 -0.001
H -2.299 -1.309 -3.224 -0.001
H -0.001 2.126 4.182 0.000
H 0.000 1.236 5.718 0.000
H -2.303 1.391 -3.189 -0.001
H 1.059 -0.836 -3.102 0.001
H -0.077 0.058 -4.151 -0.001
H 1.051 0.935 -3.080 0.001
```

Net charge: +3
Expectation value of S²: 2.022
Spin multiplicity: 3
LUMO level (spin up / spin down), eV: -12.83 / -13.41
Kohn-Sham gap (spin up / spin down), eV: 5.42 / 4.78



No. 4
Density functional theory data (the ωB97M-V functional and the def2-TZVPD basis) for 2 unconnected molecules or ions with the total composition C4H10S.

Structure (XYZ):
```
15
Properties=species:S:1:pos:R:3:mulliken_spin:R:1
S 0.338 -0.118 0.094 0.067
C -1.375 1.586 0.830 0.911
C -0.678 -0.844 -1.413 0.067
C 0.888 -1.640 0.798 0.800
C 1.787 0.725 -0.307 0.158
H 0.213 -2.455 0.535 0.018
H -1.645 1.846 -0.170 0.010
H -1.570 -1.362 -0.968 0.002
H -0.075 -1.634 -1.766 -0.005
H 1.222 -1.384 1.795 -0.001
H -0.634 2.246 1.290 0.002
H -2.096 1.159 1.348 0.004
H 1.882 1.808 0.060 -0.007
H 2.585 0.056 -0.062 -0.022
H -0.843 0.010 -2.066 -0.005
```

Expectation value of S²: 2.014
Spin multiplicity: 3
LUMO level (spin up / spin down), eV: 0.79 / -1.37
Kohn-Sham gap (spin up / spin down), eV: 7.42 / 5.94



No. 5
Density functional theory data (the ωB97M-V functional and the def2-TZVPD basis) for a single C4H6O molecule.

Structure (XYZ):
```
11
Properties=species:S:1:pos:R:3:nbo_charge:R:1
O 1.162 -1.221 0.057 -0.435
C 0.089 -0.299 0.206 0.397
C -1.193 -0.543 0.889 -0.703
C 0.865 0.724 -0.604 -0.565
C 2.054 -0.408 -0.809 -0.051
H 0.501 0.967 -1.625 0.241
H -0.814 -1.341 1.574 0.256
H -1.406 0.464 1.328 0.247
H 2.900 -0.279 -0.268 0.137
H 1.083 1.610 -0.022 0.234
H -1.882 -0.902 0.095 0.242
```

LUMO level (spin up / spin down), eV: 0.91 / 0.09
Kohn-Sham gap (spin up / spin down), eV: 8.98 / 7.12



No. 6
Density functional theory data (the ωB97M-V functional and the def2-TZVPD basis) for a molecular structure, C71H69N2O3P3Pd.

Structure (XYZ):
```
149
Properties=species:S:1:pos:R:3:lowdin_charge:R:1
Pd 1.607 2.291 -0.558 0.359
P -3.155 -4.051 1.465 0.819
P 0.776 1.521 -2.536 0.975
P 3.510 1.299 0.131 0.957
O -3.358 -3.756 0.011 -0.325
O -0.366 -3.281 0.715 0.074
O 0.111 -2.764 2.843 0.006
N 2.669 5.371 1.513 -0.176
N -5.831 1.125 -1.914 -0.196
C -1.024 1.061 1.160 -0.079
C -0.742 -2.951 1.837 -0.512
C -4.665 -1.052 0.715 -0.043
C 3.927 1.511 4.725 -0.090
C -5.949 -4.005 1.534 -0.083
C -5.583 2.446 -2.491 -0.069
C -2.225 -8.545 1.978 -0.077
C 4.696 2.353 3.917 -0.100
C -3.591 -0.281 1.267 -0.189
C 2.447 -1.256 -0.046 -0.112
C -5.464 -0.601 -0.316 -0.034
C 7.276 3.414 -1.433 -0.081
C 3.082 0.564 4.139 -0.086
C -4.837 -4.023 3.701 -0.079
C -1.832 -7.657 2.998 -0.077
C -2.187 -2.584 2.136 -0.181
C 4.035 -0.762 -4.866 -0.097
C -2.650 -5.779 1.674 -0.256
C 4.613 2.258 2.526 -0.108
C 2.358 -3.225 3.561 -0.054
C 0.204 2.994 -3.418 -0.350
C 2.770 -1.332 -4.703 -0.085
C 2.002 0.661 -3.556 -0.334
C 0.612 4.821 -4.958 -0.087
C -1.753 -1.535 -1.584 -0.065
C 3.096 6.106 0.338 -0.045
C -1.759 0.590 -3.378 -0.089
C 1.756 -0.631 -4.052 -0.067
C -2.044 -6.270 2.849 -0.082
C 1.234 -3.692 2.675 -0.195
C -7.195 -3.907 2.161 -0.065
C -0.710 -0.619 -1.563 -0.092
C -2.819 -1.380 -2.469 -0.061
C 6.241 1.631 -0.164 -0.117
C -6.087 -3.959 4.330 -0.075
C 1.022 3.620 -4.372 -0.082
C -0.690 0.453 -2.475 -0.355
C 3.422 5.571 2.726 -0.059
C 0.892 4.243 0.288 -0.129
C -2.837 -8.063 0.798 -0.064
C -2.380 -0.952 1.689 -0.213
C -1.409 4.803 -3.614 -0.082
C 4.620 -0.986 -1.084 -0.088
C 4.287 0.522 -4.376 -0.086
C 6.013 3.909 -1.778 -0.080
C -3.787 1.124 1.139 -0.064
C 1.363 3.630 2.610 -0.059
C 4.857 3.266 -1.327 -0.123
C 4.560 -2.296 -1.544 -0.086
C -5.273 0.740 -0.730 -0.242
C -2.826 -0.305 -3.361 -0.080
C -1.306 -0.065 1.963 -0.069
C -4.507 1.674 0.092 -0.010
C -0.600 5.413 -4.581 -0.098
C 2.985 0.474 2.751 -0.102
C 4.970 2.117 -0.526 -0.373
C 3.429 -3.076 -1.306 -0.076
C 3.275 1.231 -3.731 -0.126
C -7.262 -3.904 3.563 -0.075
C -0.162 3.262 0.309 -0.164
C -1.019 3.589 -3.047 -0.131
C 3.752 1.318 1.931 -0.324
C 1.683 4.442 1.490 -0.254
C -3.044 -6.681 0.662 -0.061
C 2.374 -2.546 -0.563 -0.084
C 7.389 2.273 -0.629 -0.076
C 3.571 -0.452 -0.325 -0.324
C -6.490 0.147 -2.812 -0.057
C 0.440 2.584 2.560 -0.039
C -0.270 2.245 1.367 -0.251
C -4.770 -4.036 2.302 -0.285
H 5.390 -2.701 -2.125 0.105
H -0.646 -0.262 2.827 0.109
H 1.996 -3.033 4.586 0.085
H -6.944 0.719 -3.637 0.081
H -2.071 -9.618 2.080 0.101
H -3.649 -0.183 -4.065 0.095
H 5.233 2.901 1.899 0.102
H -8.099 -3.880 1.543 0.109
H 1.894 3.836 3.562 0.099
H 1.561 -3.729 1.630 0.096
H -2.348 5.264 -3.303 0.104
H 2.749 5.712 3.582 0.092
H 3.348 -4.087 -1.704 0.104
H -1.504 1.045 0.191 0.095
H 2.800 -2.295 3.158 0.064
H 2.487 -0.109 4.761 0.103
H -7.268 -0.395 -2.255 0.077
H -2.412 -2.203 3.138 0.136
H 4.830 -1.325 -5.357 0.101
H -0.914 6.350 -5.039 0.097
H -1.741 -2.392 -0.913 0.066
H 2.295 -0.245 2.306 0.078
H -6.232 2.561 -3.362 0.075
H 0.094 -0.741 -0.837 0.076
H 1.967 3.163 -4.663 0.086
H 1.601 -0.859 0.515 0.080
H -3.532 -6.257 -0.230 0.113
H 2.246 6.560 -0.191 0.087
H 0.777 -1.090 -3.914 0.103
H -3.249 1.823 1.796 0.119
H -5.748 -0.569 -3.200 0.071
H 5.368 3.086 4.367 0.105
H 3.491 2.225 -3.333 0.076
H -0.929 3.342 -0.474 0.081
H 8.370 1.882 -0.357 0.105
H -4.773 -2.082 1.034 0.051
H 0.809 -4.667 2.955 0.126
H 5.921 4.798 -2.402 0.105
H -3.155 -8.740 -0.008 0.110
H -1.682 3.097 -2.327 0.089
H 3.141 -4.005 3.578 0.091
H 1.480 -3.134 -0.387 0.081
H -3.625 -2.111 -2.448 0.105
H 5.275 0.972 -4.483 0.105
H 0.919 4.992 -0.526 0.099
H -6.181 -1.306 -0.779 0.105
H -1.759 -5.564 3.641 0.106
H 4.034 6.466 2.606 0.083
H 4.085 4.718 2.942 0.064
H 3.665 5.487 -0.375 0.071
H -2.403 -2.028 0.862 0.157
H -4.535 2.558 -2.815 0.080
H 3.758 6.907 0.677 0.083
H 0.279 2.008 3.466 0.110
H 2.575 -2.341 -5.066 0.104
H -1.368 -8.053 3.916 0.108
H 1.245 5.293 -5.708 0.100
H 3.985 1.596 5.812 0.101
H -5.814 3.238 -1.763 0.081
H 5.481 -0.364 -1.338 0.091
H -8.236 -3.902 4.044 0.101
H -6.142 -4.000 5.423 0.105
H -1.760 1.399 -4.111 0.102
H 6.326 0.753 0.481 0.118
H -5.868 -4.058 0.442 0.116
H 3.866 3.646 -1.598 0.073
H 8.173 3.922 -1.785 0.102
H -4.476 2.735 -0.184 0.094
H -3.920 -4.129 4.292 0.104
```

LUMO level, eV: 0.24
Kohn-Sham gap, eV: 5.51



| no. | E_tot (eV) |
| --- | --- |
| 1 | -13140.002 |
| 2 | -9871.019 |
| 3 | -61093.376 |
| 4 | -15137.442 |
| 5 | -6287.222 |
| 6 | -115211.144 |